No. 1
{"formula": "C45H34FeGeI2N4OS2", "method": "the ωB97M-V functional and the def2-TZVPD basis", "elements": ["Fe", "I", "C", "C", "C", "I", "C", "O", "C", "C", "N", "C", "C", "C", "C", "C", "C", "N", "C", "H", "H", "H", "H", "H", "H", "H", "H", "H", "H", "H", "S", "C", "C", "C", "C", "C", "C", "N", "C", "C", "C", "C", "C", "C", "C", "C", "N", "C", "C", "C", "C", "C", "S", "C", "H", "H", "H", "H", "H", "H", "H", "H", "H", "H", "H", "H", "Ge", "C", "C", "C", "C", "C", "C", "C", "C", "C", "C", "C", "C", "H", "H", "H", "H", "H", "H", "H", "H", "H", "H", "H"], "xyz": [[-0.2746, 0.1041, -0.5426], [-1.4944, 4.9561, -6.4192], [-1.3771, 3.7641, -4.6843], [-2.4602, 3.6820, -3.8165], [-2.3443, 2.9227, -2.6783], [-3.9804, 2.6564, -1.3897], [-1.1438, 2.2597, -2.3192], [-1.0598, 1.6626, -1.1792], [-0.0820, 2.2953, -3.2645], [1.2042, 1.5682, -2.9627], [1.0067, 0.1774, -2.5318], [0.4777, -0.7063, -3.5742], [-0.8082, -1.3937, -3.1863], [-1.3206, -2.4197, -3.9758], [-2.5910, -2.9047, -3.7172], [-3.3362, -2.3193, -2.7004], [-2.7372, -1.3350, -1.9363], [-1.4908, -0.9155, -2.1467], [-0.2146, 3.0450, -4.4143], [-3.3800, 4.2020, -4.0352], [1.7078, 2.0989, -2.1470], [1.8513, 1.6129, -3.8500], [1.9025, -0.1761, -2.2099], [1.2188, -1.4539, -3.8736], [0.2393, -0.1090, -4.4627], [-0.7325, -2.8263, -4.7810], [-3.0072, -3.7095, -4.3034], [-4.3524, -2.6226, -2.5062], [-3.2742, -0.8276, -1.1445], [0.6049, 3.0933, -5.1156], [-2.9277, -5.9612, 2.2169], [-4.5666, -6.0950, 1.7727], [-5.0114, -5.0032, 1.0805], [-4.0134, -4.0354, 0.9055], [-2.8033, -4.3911, 1.4638], [-1.5528, -3.6783, 1.4403], [-1.4566, -2.4000, 0.8499], [-0.3294, -1.7419, 0.6850], [0.8178, -2.2728, 1.1643], [0.8196, -3.5019, 1.8688], [2.0442, -3.9699, 2.4340], [3.1955, -3.2685, 2.3106], [3.2341, -2.0425, 1.5782], [4.3985, -1.2856, 1.4265], [4.3710, -0.1005, 0.6909], [3.1321, 0.2570, 0.1191], [2.0206, -0.4286, 0.2533], [2.0397, -1.5624, 0.9855], [5.5197, 0.7465, 0.4988], [6.8033, 0.6211, 0.9844], [7.6538, 1.6621, 0.5802], [7.0290, 2.5806, -0.2096], [5.3890, 2.1966, -0.4768], [-0.3811, -4.2051, 1.9803], [-5.1158, -6.9733, 2.0499], [-6.0162, -4.9074, 0.7124], [-4.1895, -3.1115, 0.3853], [-2.3503, -1.9007, 0.5127], [2.0222, -4.9009, 2.9778], [4.1069, -3.6309, 2.7614], [5.3101, -1.6272, 1.8888], [3.0666, 1.1639, -0.4666], [7.1437, -0.1816, 1.6139], [8.6899, 1.7344, 0.8591], [7.4409, 3.4658, -0.6537], [-0.4032, -5.1582, 2.4911], [0.0921, 1.2637, 1.5471], [0.2798, 3.2122, 1.2297], [-0.7725, 3.9684, 0.7291], [-0.6354, 5.3354, 0.5723], [0.5569, 5.9533, 0.9181], [1.6020, 5.2084, 1.4440], [1.4715, 3.8372, 1.5836], [-1.4843, 0.6211, 2.5628], [-1.2659, 0.0490, 3.8105], [-2.3407, -0.2756, 4.6195], [-3.6341, -0.0488, 4.1732], [-3.8562, 0.4897, 2.9143], [-2.7814, 0.8083, 2.1031], [1.2766, 0.9391, 2.4964], [-1.7058, 3.4890, 0.4792], [-1.4581, 5.9185, 0.1858], [0.6716, 7.0161, 0.7784], [2.5176, 5.6975, 1.7442], [2.2855, 3.2493, 1.9907], [-0.2529, -0.1156, 4.1550], [-2.1695, -0.6939, 5.6004], [-4.4702, -0.2938, 4.8081], [-4.8635, 0.6727, 2.5695], [-2.9454, 1.2251, 1.1181]], "forces_ev_per_angstrom": [[1.1, -1.8, -1.2], [0.0, -0.5, 0.7], [-0.1, 0.5, -0.7], [-0.2, 0.0, 0.1], [-0.8, 0.1, 0.5], [0.2, 0.2, -0.4], [-0.1, 0.0, 0.2], [-0.1, 0.4, -0.3], [0.4, -0.1, -0.1], [0.1, 0.3, -0.1], [-0.1, -0.3, 0.6], [0.0, -0.1, -0.1], [-0.3, -0.2, -0.2], [-0.1, 0.1, 0.2], [0.1, 0.2, 0.2], [0.1, 0.1, 0.1], [-0.4, -0.3, -0.2], [0.4, 0.2, 0.3], [0.4, -0.3, 0.2], [-0.1, 0.0, 0.0], [0.0, 0.0, 0.0], [-0.1, 0.1, 0.2], [-0.1, 0.0, -0.1], [-0.1, 0.1, 0.0], [0.1, -0.1, 0.0], [0.1, 0.0, -0.2], [0.0, 0.0, -0.1], [-0.1, 0.0, 0.0], [-0.1, -0.1, 0.1], [0.1, 0.0, 0.0], [-0.1, 0.6, -0.3], [0.1, 0.2, -0.1], [-0.1, -0.5, 0.2], [0.7, 0.0, 0.2], [-0.8, -0.6, 0.1], [0.9, 0.3, 0.2], [-0.1, -0.3, 0.1], [0.2, 0.5, -0.4], [-0.3, -0.6, 0.4], [0.0, 0.6, -0.3], [0.4, 0.1, 0.0], [-0.3, -0.3, 0.1], [-0.6, 0.3, -0.3], [-0.2, 0.6, -0.4], [-0.5, -0.8, 0.3], [0.2, 0.0, 0.0], [-0.6, -0.1, -0.1], [0.6, 0.0, 0.1], [0.7, 0.8, -0.3], [-0.7, -0.1, -0.1], [0.1, 0.4, -0.2], [-0.1, -0.1, 0.1], [0.3, -0.5, 0.4], [-0.5, 0.4, -0.3], [-0.1, -0.2, 0.0], [-0.2, 0.0, 0.0], [0.0, 0.2, -0.1], [-0.1, 0.0, 0.0], [0.1, -0.1, 0.1], [0.1, 0.0, 0.0], [0.2, 0.0, 0.1], [-0.1, 0.1, 0.0], [0.0, -0.2, 0.1], [0.1, 0.0, 0.0], [0.1, 0.2, -0.1], [0.1, -0.1, 0.0], [-0.1, 1.5, 2.2], [-0.2, -0.9, 0.0], [-0.1, 0.0, 0.0], [0.0, 0.0, 0.0], [0.1, 0.0, 0.0], [0.1, 0.1, -0.1], [0.0, -0.3, 0.1], [0.5, 0.3, -0.7], [0.2, 0.0, 0.0], [0.0, -0.1, 0.0], [0.0, 0.0, 0.0], [-0.1, -0.1, 0.0], [0.0, 0.1, -0.1], [-0.1, -0.2, -0.4], [-0.2, 0.0, -0.1], [-0.1, 0.1, 0.0], [0.0, 0.1, 0.0], [0.1, 0.0, 0.0], [0.1, 0.0, 0.0], [0.0, 0.0, 0.1], [0.0, 0.0, 0.1], [-0.1, 0.0, 0.1], [-0.1, 0.0, 0.0], [-0.1, 0.1, -0.1]], "e_tot_ha": -6761.39214, "s2": 6.348, "lumo_ev": [-6.342, -8.084], "e_homo_ev": [-12.42, -12.42], "mol_weight_g_mol": 1093.19, "charge": 2, "multiplicity": 5, "gap_ev": [6.076, 4.333]}

No. 2
{"formula": "C45H34IO19PS", "method": "the ωB97M-V functional and the def2-TZVPD basis", "elements": ["C", "C", "P", "O", "I", "C", "O", "S", "O", "O", "O", "H", "H", "H", "H", "H", "H", "O", "C", "C", "C", "C", "O", "C", "C", "H", "H", "H", "H", "O", "C", "C", "C", "C", "O", "C", "C", "H", "H", "H", "H", "O", "C", "C", "C", "C", "O", "C", "C", "H", "H", "H", "H", "O", "C", "C", "C", "C", "O", "C", "C", "H", "H", "H", "H", "O", "C", "C", "C", "C", "O", "C", "C", "H", "H", "H", "H", "O", "C", "C", "C", "C", "O", "C", "C", "H", "H", "H", "H", "O", "C", "C", "C", "C", "O", "C", "C", "H", "H", "H", "H"], "xyz": [[4.7615, -1.8991, -0.3712], [4.2317, -0.6630, -1.3107], [3.9161, -1.3549, -3.0660], [2.3437, -0.9110, -3.6821], [3.8117, -3.8582, -2.9740], [5.5007, 0.4002, -1.2064], [5.0345, 1.8236, -1.1808], [3.3676, 1.6987, -1.5153], [2.3707, 2.7267, -0.9294], [3.2579, 1.9168, -3.0435], [3.1025, 0.1555, -0.8415], [5.6456, -2.4775, -0.9201], [3.9171, -2.7057, -0.1266], [5.1624, -1.5528, 0.6984], [1.7579, -0.5029, -2.9792], [6.2506, 0.4002, -2.1329], [6.1472, 0.1690, -0.2299], [5.6787, 1.1011, -9.7359], [5.1637, 0.3254, -8.9424], [5.3358, -1.1347, -9.0755], [4.7709, -1.9814, -8.2094], [3.9522, -1.4936, -7.0818], [3.4372, -2.2692, -6.2883], [3.7801, -0.0335, -6.9487], [4.3450, 0.8133, -7.8148], [5.9397, -1.4768, -9.9074], [4.8865, -3.0552, -8.2931], [3.1761, 0.3087, -6.1168], [4.2293, 1.8870, -7.7312], [-4.8052, -1.4768, -3.3963], [-3.6720, -1.0420, -3.2442], [-3.4280, 0.3918, -2.9915], [-2.1893, 0.8663, -2.8276], [-1.0122, -0.0227, -2.8904], [0.1211, 0.4121, -2.7382], [-1.2562, -1.4565, -3.1430], [-2.4948, -1.9310, -3.3070], [-4.3018, 1.0309, -2.9476], [-1.9928, 1.9152, -2.6423], [-0.3824, -2.0956, -3.1870], [-2.6913, -2.9799, -3.4923], [2.4130, -4.8025, 5.2514], [3.2794, -4.5546, 4.4241], [4.0657, -3.3068, 4.4872], [5.0106, -3.0359, 3.5817], [5.3101, -3.9730, 2.4808], [6.1766, -3.7251, 1.6536], [4.5239, -5.2208, 2.4177], [3.5789, -5.4917, 3.3232], [3.8347, -2.6300, 5.3011], [5.5959, -2.1250, 3.6131], [4.7549, -5.8976, 1.6038], [2.9937, -6.4026, 3.2919], [-1.8789, -1.1415, -0.3123], [-1.5226, -0.4118, 0.6027], [-2.1530, -0.4890, 1.9353], [-1.7646, 0.3102, 2.9336], [-0.6878, 1.3031, 2.7476], [-0.3316, 2.0328, 3.6625], [-0.0574, 1.3803, 1.4150], [-0.4459, 0.5811, 0.4166], [-2.9409, -1.2228, 2.0560], [-2.2170, 0.2671, 3.9168], [0.7304, 2.1141, 1.2942], [0.0065, 0.6242, -0.5666], [-6.6789, -5.4892, -1.2723], [-6.3226, -4.7595, -0.3573], [-6.9530, -4.8367, 0.9753], [-6.5646, -4.0375, 1.9736], [-5.4878, -3.0446, 1.7876], [-5.1316, -2.3149, 2.7025], [-4.8574, -2.9674, 0.4550], [-5.2459, -3.7666, -0.5434], [-7.7409, -5.5705, 1.0960], [-7.0170, -4.0806, 2.9568], [-4.0696, -2.2336, 0.3342], [-4.7935, -3.7235, -1.5266], [-2.3267, 2.9852, -1.0439], [-2.8399, 3.6627, -0.1641], [-2.8790, 5.1357, -0.2547], [-3.4380, 5.8752, 0.7080], [-4.0418, 5.2515, 1.9023], [-4.5551, 5.9290, 2.7820], [-4.0028, 3.7786, 1.9929], [-3.4437, 3.0390, 1.0301], [-2.4326, 5.5781, -1.1372], [-3.4744, 6.9566, 0.6575], [-4.4492, 3.3361, 2.8754], [-3.4073, 1.9576, 1.0807], [-2.8563, 2.4396, 6.3941], [-2.4346, 3.5865, 6.4520], [-2.7861, 4.4771, 7.5756], [-2.3268, 5.7308, 7.6369], [-1.4471, 6.2783, 6.5850], [-1.0255, 7.4252, 6.6429], [-1.0956, 5.3876, 5.4615], [-1.5550, 4.1340, 5.4002], [-3.4316, 4.0606, 8.3396], [-2.5755, 6.3974, 8.4536], [-0.4501, 5.8042, 4.6975], [-1.3062, 3.4674, 4.5835]], "forces_ev_per_angstrom": [[-0.6, -0.6, 1.4], [1.7, -0.4, 1.6], [-1.1, 0.8, -2.7], [2.2, -0.4, 2.8], [-0.4, 0.4, 0.3], [2.1, -0.1, -0.8], [-3.0, -2.3, 0.4], [-3.3, 5.2, -3.6], [4.2, -4.3, -0.2], [1.1, -2.5, 5.1], [1.1, 1.5, -1.0], [-2.0, 1.5, 1.1], [1.8, 1.9, -0.9], [-0.8, -0.4, -2.5], [0.3, -0.4, -0.9], [-1.8, -0.5, 1.9], [-1.8, 0.7, -2.1], [-0.3, -0.5, 0.5], [0.3, 0.6, -0.5], [-0.1, -0.5, 0.2], [0.3, 0.1, -0.4], [-0.4, -0.5, 0.6], [0.4, 0.4, -0.6], [0.0, 0.5, -0.1], [-0.2, -0.1, 0.3], [0.0, 0.0, 0.0], [0.0, 0.0, 0.0], [0.0, -0.1, 0.0], [0.0, 0.0, 0.0], [0.6, 0.2, 0.1], [-0.7, -0.2, 0.0], [0.4, 0.2, 0.1], [-0.2, 0.2, -0.3], [0.0, -0.2, -0.1], [-0.3, -0.1, 0.1], [-0.3, -0.4, -0.2], [0.5, 0.0, -0.1], [0.0, 0.0, 0.0], [0.0, -0.3, -0.2], [0.0, 0.0, 0.0], [0.0, 0.0, 0.0], [0.6, 0.2, -0.6], [-0.7, -0.2, 0.7], [0.3, 0.3, -0.2], [-0.3, 0.1, 0.4], [0.6, 0.1, -0.5], [-0.5, -0.1, 0.5], [-0.3, -0.3, 0.2], [0.2, -0.1, -0.4], [0.0, 0.0, 0.0], [0.0, 0.0, 0.0], [0.0, 0.0, 0.0], [0.0, 0.0, 0.0], [0.1, 0.3, 0.5], [0.0, -0.2, -0.2], [-0.1, 0.1, 0.3], [-0.3, -0.3, -0.1], [0.3, 0.4, 0.4], [0.0, -0.6, -0.7], [0.0, -0.1, -0.3], [0.3, 0.3, 0.1], [0.0, 0.0, 0.1], [0.0, 0.0, 0.0], [0.0, 0.0, -0.1], [0.0, 0.1, 0.1], [0.2, 0.5, 0.7], [-0.3, -0.6, -0.8], [0.0, 0.2, 0.5], [-0.3, -0.3, -0.1], [0.2, 0.4, 0.4], [-0.1, -0.3, -0.5], [0.0, -0.1, -0.4], [0.3, 0.3, 0.2], [0.0, 0.0, 0.0], [0.0, 0.0, 0.0], [0.0, 0.0, -0.1], [-0.1, 0.0, 0.0], [-0.4, 0.7, 0.9], [0.3, -0.3, -0.4], [-0.1, 0.4, 0.1], [0.2, 0.0, -0.4], [-0.4, 0.6, 0.7], [0.4, -0.5, -0.6], [0.1, -0.5, -0.1], [-0.2, 0.0, 0.3], [0.0, 0.0, 0.0], [0.0, 0.0, 0.0], [0.0, 0.0, 0.0], [0.0, 0.0, 0.0], [0.2, 0.6, 0.0], [-0.2, -0.7, -0.1], [0.0, 0.4, 0.3], [-0.3, -0.4, 0.2], [0.4, 0.9, 0.0], [-0.3, -0.7, 0.0], [-0.1, -0.4, -0.1], [0.1, 0.4, -0.3], [0.0, 0.0, 0.0], [0.0, 0.0, 0.0], [0.0, 0.0, 0.0], [-0.1, 0.1, 0.2]], "e_tot_ha": -4201.62129, "smiles": "C[C@]1(P(O)I)COS(=O)(=O)O1.O=C1C=CC(=O)C=C1.O=C1C=CC(=O)C=C1.O=C1C=CC(=O)C=C1.O=C1C=CC(=O)C=C1.O=C1C=CC(=O)C=C1.O=C1C=CC(=O)C=C1.O=C1C=CC(=O)C=C1", "lumo_ev": -2.063, "e_homo_ev": -8.84, "mol_weight_g_mol": 1068.69, "gap_ev": 6.772}

No. 3
{"formula": "C45H34NO2PtS2", "method": "the ωB97M-V functional and the def2-TZVPD basis", "elements": ["Pt", "C", "C", "C", "C", "N", "C", "C", "C", "C", "C", "C", "C", "H", "H", "H", "H", "H", "H", "H", "H", "C", "C", "C", "C", "C", "C", "C", "S", "O", "C", "C", "C", "C", "C", "C", "C", "C", "C", "C", "C", "C", "C", "C", "C", "C", "C", "C", "C", "C", "S", "O", "C", "C", "C", "C", "C", "C", "C", "H", "H", "H", "H", "H", "H", "H", "H", "H", "H", "H", "H", "H", "H", "H", "H", "H", "H", "H", "H", "H", "H", "H", "H", "H", "H"], "xyz": [[-0.6061, -0.0142, -0.0844], [-2.6525, 0.6608, -3.7895], [-3.9687, 0.8022, -3.3784], [-4.2704, 0.6996, -2.0346], [-3.2576, 0.4587, -1.1165], [-1.9747, 0.3281, -1.5342], [-1.6851, 0.4244, -2.8360], [-3.4241, 0.3188, 0.3271], [-4.6376, 0.3988, 1.0014], [-4.6704, 0.2242, 2.3752], [-3.4978, -0.0392, 3.0691], [-2.2807, -0.1199, 2.3997], [-2.2381, 0.0696, 1.0265], [-2.3682, 0.7261, -4.8296], [-4.7534, 0.9889, -4.0993], [-5.2880, 0.8034, -1.6885], [-0.6512, 0.3034, -3.1133], [-5.5588, 0.5897, 0.4655], [-5.6124, 0.2836, 2.9031], [-3.5295, -0.1871, 4.1410], [-1.3760, -0.3454, 2.9492], [6.4587, -0.6275, 4.6125], [5.1034, -0.2886, 4.0613], [4.4904, 0.9239, 4.3663], [3.2550, 1.2533, 3.8350], [2.6383, 0.3579, 2.9770], [3.2027, -0.8729, 2.6793], [4.4368, -1.1824, 3.2239], [1.0405, 0.7751, 2.3263], [0.7087, -0.4485, 1.4538], [1.3618, 2.1547, 1.2421], [0.4220, 3.1996, 1.4076], [0.5025, 4.3132, 0.6300], [1.5224, 4.4350, -0.3438], [1.6182, 5.5903, -1.1587], [2.6101, 5.7057, -2.0873], [3.5546, 4.6676, -2.2496], [3.4856, 3.5402, -1.4852], [2.4662, 3.3895, -0.5081], [2.3653, 2.2182, 0.3021], [3.3802, 1.1371, 0.1338], [4.6915, 1.3581, 0.6686], [5.0323, 2.5487, 1.3595], [6.2932, 2.7390, 1.8465], [7.2822, 1.7469, 1.6823], [6.9826, 0.5865, 1.0298], [5.6866, 0.3662, 0.5047], [5.3687, -0.8310, -0.1823], [4.1256, -1.0272, -0.6971], [3.1381, -0.0286, -0.5470], [1.5687, -0.4600, -1.3325], [1.5483, -1.9284, -1.4336], [1.8805, 0.1723, -2.9760], [2.1906, -0.7414, -3.9675], [2.4303, -0.2746, -5.2528], [2.3591, 1.0821, -5.5538], [2.5979, 1.5775, -6.9520], [2.0312, 1.9767, -4.5329], [1.7858, 1.5309, -3.2467], [6.7055, -0.0070, 5.4724], [7.2275, -0.4677, 3.8534], [6.5085, -1.6728, 4.9164], [4.9874, 1.6213, 5.0290], [2.7887, 2.2010, 4.0799], [2.6882, -1.5653, 2.0271], [4.8913, -2.1384, 2.9929], [-0.3617, 3.0931, 2.1472], [-0.2138, 5.1167, 0.7455], [0.8909, 6.3813, -1.0252], [2.6791, 6.5934, -2.7018], [4.3393, 4.7691, -2.9876], [4.2077, 2.7473, -1.6281], [4.2827, 3.3163, 1.5009], [6.5376, 3.6566, 2.3655], [8.2782, 1.9113, 2.0720], [7.7346, -0.1816, 0.8953], [6.1328, -1.5900, -0.2973], [3.8663, -1.9427, -1.2119], [2.2331, -1.7958, -3.7284], [2.6779, -0.9812, -6.0354], [3.1658, 0.8553, -7.5358], [3.1419, 2.5215, -6.9483], [1.6495, 1.7475, -7.4655], [1.9654, 3.0364, -4.7498], [1.5072, 2.2338, -2.4709]], "forces_ev_per_angstrom": [[0.3, 0.1, -0.4], [0.1, 0.0, 0.0], [0.0, 0.0, 0.0], [0.0, 0.0, 0.0], [0.0, 0.0, 0.0], [0.1, 0.0, 0.1], [-0.1, 0.0, 0.0], [0.0, 0.0, 0.1], [0.0, 0.0, 0.0], [0.0, 0.0, 0.0], [0.1, 0.0, 0.0], [-0.1, 0.0, 0.0], [0.2, -0.1, 0.0], [0.0, 0.0, 0.0], [0.0, 0.0, 0.0], [0.0, 0.0, 0.0], [0.1, 0.0, 0.0], [0.0, 0.0, 0.0], [0.0, 0.0, 0.0], [0.0, 0.0, 0.0], [-0.1, 0.0, 0.0], [0.0, 0.0, 0.0], [0.0, 0.0, 0.0], [0.0, 0.0, 0.0], [0.0, 0.0, 0.0], [0.0, -0.1, 0.0], [0.0, 0.0, 0.0], [0.0, 0.0, 0.0], [0.2, 0.2, 0.2], [-0.1, 0.0, -0.1], [0.0, 0.0, 0.0], [0.0, 0.0, 0.0], [0.0, 0.0, 0.0], [0.0, 0.0, 0.0], [0.0, 0.0, 0.0], [0.0, 0.0, 0.0], [0.0, 0.0, 0.0], [0.1, 0.1, 0.0], [0.0, 0.0, 0.1], [0.0, -0.1, 0.0], [0.0, 0.0, 0.0], [0.0, 0.0, 0.0], [0.0, 0.0, 0.0], [0.0, 0.0, 0.0], [0.0, 0.0, 0.0], [0.0, 0.0, 0.0], [0.0, 0.0, 0.0], [0.0, 0.0, 0.0], [0.0, -0.1, 0.0], [0.0, 0.1, 0.1], [-0.5, 0.0, 0.1], [0.1, -0.1, -0.1], [0.0, 0.1, 0.1], [0.0, 0.0, 0.0], [0.0, 0.0, 0.0], [0.0, 0.0, 0.0], [0.0, 0.0, 0.0], [0.0, 0.0, 0.0], [-0.2, 0.0, 0.0], [0.0, 0.0, 0.0], [0.0, 0.0, 0.0], [0.0, 0.0, 0.0], [0.0, 0.0, 0.0], [0.0, 0.0, 0.0], [0.0, 0.0, 0.0], [0.0, 0.0, 0.0], [0.0, 0.0, 0.0], [0.0, 0.0, 0.0], [0.0, 0.0, 0.0], [0.0, 0.0, 0.0], [0.0, 0.0, 0.0], [0.0, 0.0, 0.0], [0.0, 0.0, 0.0], [0.0, 0.0, 0.0], [0.0, 0.0, 0.0], [0.0, 0.0, 0.0], [0.0, 0.0, 0.0], [0.0, 0.0, 0.0], [0.0, 0.0, 0.0], [0.0, 0.0, 0.0], [0.0, 0.0, 0.0], [0.0, 0.0, 0.0], [0.0, 0.0, 0.0], [0.0, 0.0, 0.0], [0.0, -0.1, -0.1]], "e_tot_ha": -2855.97230, "lumo_ev": -2.854, "e_homo_ev": -10.84, "mol_weight_g_mol": 879.98, "de_lowest_kcal_mol": 0.1, "charge": 1, "gap_ev": 7.985}

- What is the formula in the second record?
  C45H34IO19PS

- What is the formula in the first record?
  C45H34FeGeI2N4OS2